Here is a cluster of 2 separate species, C2H6N2 in total in a non-equilibrium geometry from the OMol25 dataset. Energies are from ωB97M-V/def2-TZVPD.

Geometry as XYZ:
```
10
Properties=species:S:1:pos:R:3:forces:R:3:nbo_charge:R:1
N 3.619918 1.017047 -1.198368 2.364 -0.892 -1.517 -0.66
H 4.598572 0.512352 0.546557 0.084 -0.661 0.036 0.12
C -4.050246 -0.908046 0.706614 -0.418 -1.695 -0.212 -0.03
C 4.641099 1.008420 -0.427207 -0.099 -1.443 0.155 0.01
H -3.936292 -1.596279 -0.176920 0.096 1.364 -0.056 0.14
H -3.235975 -1.091268 1.407972 -0.468 0.044 0.660 0.15
N -5.108982 -0.246436 0.964644 1.968 1.177 -0.603 -0.60
H -5.456327 0.048006 0.046427 -1.178 -0.890 0.211 0.34
H 3.226266 0.061348 -1.172039 -1.518 1.151 1.350 0.36
H 5.701968 1.194856 -0.697679 -0.830 1.844 -0.024 0.17
```
Positions in Å, forces in eV/Å.

Summary:
LUMO level: 0.6 eV
E_tot: -189.180467 Eh
SMILES string: C=N.C=N
Kohn-Sham gap: 9.814 eV
Net charge: 0
Energy above the lowest of the compared OMol25 structures with the same formula, charge and spin: 4.0570 eV

Here is an isolated molecule of C2H6N2 in a non-equilibrium geometry from the OMol25 dataset. Energies are from ωB97M-V/def2-TZVPD.

Geometry as XYZ:
```
10
Properties=species:S:1:pos:R:3:forces:R:3:nbo_charge:R:1
H 1.532159 -0.221694 0.888720 -0.210 -1.101 -0.594 0.20
C 0.810396 -0.914582 0.374958 1.146 0.606 0.119 -0.67
H -0.863825 1.845099 -0.465747 0.174 0.244 0.242 0.39
H -1.934708 0.078614 -1.057498 0.439 -0.584 -0.107 0.31
H 0.363662 -1.569224 1.114166 0.044 -0.180 0.053 0.24
C -0.253796 -0.079190 -0.216252 -0.761 0.876 0.423 0.44
H 1.238082 -1.516842 -0.450608 0.141 0.329 0.747 0.25
N -1.211019 -0.631264 -0.836940 -0.863 0.304 -0.471 -0.72
N -0.204496 1.281470 0.043602 0.490 -0.072 0.203 -0.84
H 0.523546 1.727611 0.605599 -0.600 -0.420 -0.616 0.40
```
Positions in Å, forces in eV/Å.

Summary:
LUMO level: 1.0 eV
E_tot: -189.309594 Eh
SMILES string: [H]/N=C(/C)N
Kohn-Sham gap: 10.115 eV
Net charge: 0
Energy above the lowest of the compared OMol25 structures with the same formula, charge and spin: 0.5433 eV

Here is an isolated molecule of C2H6N2 in a non-equilibrium geometry from the OMol25 dataset. Energies are from ωB97M-V/def2-TZVPD.

Geometry as XYZ:
```
10
Properties=species:S:1:pos:R:3:forces:R:3:nbo_charge:R:1
H -0.182649 -2.035098 1.312567 -0.631 1.429 -1.663 0.21
H -1.768678 -1.342640 0.596510 1.415 0.606 0.416 0.18
C 0.657966 1.670462 -0.838979 -1.292 -3.615 2.837 -0.24
N 0.011639 0.524878 -0.831853 1.000 2.334 -0.680 -0.18
H 0.618780 2.258276 -1.666871 0.131 1.521 -2.130 0.19
N 0.042060 -0.115595 0.317511 1.114 0.749 2.117 -0.44
H -0.544563 -1.809555 -0.532222 0.164 -0.475 0.808 0.21
C -0.627686 -1.349189 0.478457 -1.040 -2.425 -0.386 -0.42
H 0.729153 0.240225 1.016163 -1.049 -0.603 -0.559 0.35
H 1.063978 1.958234 0.148716 0.187 0.479 -0.762 0.13
```
Positions in Å, forces in eV/Å.

Summary:
LUMO level: 1.2 eV
E_tot: -189.231846 Eh
SMILES string: C=NNC
Kohn-Sham gap: 9.326 eV
Net charge: 0
Energy above the lowest of the compared OMol25 structures with the same formula, charge and spin: 2.6589 eV

Here is a cluster of 2 separate species, C2H6N2O in total from the OMol25 dataset. Energies are from ωB97M-V/def2-TZVPD.

Geometry as XYZ:
```
11
Properties=species:S:1:pos:R:3:forces:R:3:nbo_charge:R:1
H -1.629517 -1.125123 -0.920557 0.039 0.159 0.026 0.20
H -1.611810 0.516900 -1.698162 0.058 -0.063 0.151 0.19
H 2.186188 0.266985 1.427673 -0.056 -0.074 -0.108 0.38
N 1.972720 -0.018549 0.484752 0.004 0.140 -0.010 -0.83
H 2.616230 0.331074 -0.208768 -0.079 -0.054 0.060 0.40
H -0.246042 -0.356720 1.870922 0.003 0.050 -0.125 0.36
C 0.648529 0.035188 0.103251 -0.028 -0.027 0.028 0.73
O 0.356698 0.183894 -1.123763 0.058 -0.028 0.215 -0.64
N -0.375687 -0.094918 0.898177 0.186 0.009 -0.030 -0.79
H -2.321934 0.314374 -0.059325 0.139 -0.061 -0.084 0.19
C -1.595374 -0.053102 -0.774198 -0.324 -0.053 -0.126 -0.20
```
Positions in Å, forces in eV/Å.

Summary:
LUMO level: 0.5 eV
E_tot: -264.463550 Eh
Kohn-Sham gap: 9.745 eV
Net charge: 0
Energy above the lowest of the compared OMol25 structures with the same formula, charge and spin: 3.3678 eV